(1)
A molecular structure, C3H6FLiO2 at a distorted geometry, computed with ωB97M-V/def2-TZVPD.

```
13
Properties=species:S:1:pos:R:3
O 2.62671 1.72989 0.89466
C 1.61599 1.42503 0.17885
C 1.03787 0.17616 0.05464
O 1.68139 -0.91375 0.65057
C 0.84648 -2.01419 0.95784
Li 3.18594 -0.16216 1.49678
H 1.08806 2.22350 -0.38139
H 0.10113 0.01708 -0.49097
H 0.34595 -2.38390 0.04944
H 1.48154 -2.80758 1.36978
H 0.08016 -1.73027 1.69588
H 0.29091 -0.65703 -2.46579
F -0.69134 -0.84151 -2.31031
```

The lowest unoccupied orbital energy comes out at -0.56 eV. The max |F| is 0.06892 hartree/bohr. As for the total charge: 0. The total energy is -375.7623 Eh. As for the spin multiplicity: 1.

***

(2)
A molecular structure, C5H9NO at a distorted geometry, computed with ωB97M-V/def2-TZVPD.

```
16
Properties=species:S:1:pos:R:3
C -1.17372 -0.70882 0.78451
C -0.11181 0.51916 -0.08089
C -0.29105 0.16510 -1.56699
C 1.38041 0.33584 0.28920
O 1.73762 -0.99617 -0.06080
C -0.99296 1.32112 0.76860
N -1.64591 1.95016 1.50047
H -0.41135 -1.45153 0.81185
H -1.65228 -0.66793 1.79123
H -1.99646 -0.90670 0.09581
H -1.27854 0.42922 -1.93667
H -0.14111 -0.92080 -1.63294
H 0.45388 0.59231 -2.25906
H 2.06246 1.03673 -0.23857
H 1.49399 0.52597 1.35612
H 2.56681 -1.22365 0.37813
```

The lowest unoccupied orbital energy comes out at 0.51 eV. The max |F| is 0.05737 hartree/bohr. The energy above the lowest of the compared OMol25 structures with the same formula, charge and spin is 81.0 kcal/mol. As for the total charge: 0. The total energy is -325.8085 Eh. As for the spin multiplicity: 1.

***

(3)
C2H7NO3S in the gas phase at a distorted geometry, computed with ωB97M-V/def2-TZVPD.

```
14
Properties=species:S:1:pos:R:3
N 0.37301 0.68349 -0.11024
C 0.00916 -0.54916 -0.68676
C -1.33896 -1.03938 -0.06888
S -2.76380 0.11920 0.00567
O -3.02222 1.03334 -1.08779
O -3.77556 -0.77719 0.44508
O -2.18326 1.06536 1.27083
H -0.21120 1.48629 -0.32147
H 1.36011 0.85841 -0.34472
H 0.90202 -1.23231 -0.39163
H 0.13551 -0.63263 -1.81519
H -1.61858 -2.06363 -0.37195
H -1.12163 -0.99697 1.08936
H -1.52265 1.54349 1.10693
```

The lowest unoccupied orbital energy comes out at 0.64 eV. The max |F| is 0.25162 hartree/bohr. The energy above the lowest of the compared OMol25 structures with the same formula, charge and spin is 41.3 kcal/mol. As for the total charge: 0. The total energy is -758.9912 Eh. As for the spin multiplicity: 1. Its structure (SMILES) is NCCS(=O)(=O)O.

***

(4)
2 unconnected molecules or ions with the total composition C5H11O3 at a distorted geometry, computed with ωB97M-V/def2-TZVPD.

```
19
Properties=species:S:1:pos:R:3
C -1.16049 -0.98550 -0.09865
C -1.81282 -2.20526 0.55793
C -2.03442 0.03000 -0.89248
O -3.19531 -0.33435 -1.19538
O -1.45460 1.11367 -1.12375
H -0.79528 -0.36845 0.73167
H -0.30377 -1.27099 -0.70981
H -1.01539 -2.81388 0.97726
H -2.35222 -2.79112 -0.17981
H -2.56520 -1.89929 1.27410
C 1.72334 1.82476 -0.38789
C 2.30329 0.53279 0.14832
O 0.64806 2.30765 0.40024
H 2.52032 2.57986 -0.31459
H 1.35125 1.73023 -1.40094
H 1.51684 -0.16448 0.43392
H 0.79026 2.05482 1.31648
H 2.91849 0.66246 1.04333
H 2.91763 -0.00293 -0.57994
```

The lowest unoccupied orbital energy comes out at 3.57 eV. The max |F| is 0.02311 hartree/bohr. The energy above the lowest of the compared OMol25 structures with the same formula, charge and spin is 31.7 kcal/mol. As for the total charge: -1. The total energy is -422.8631 Eh. As for the spin multiplicity: 1.

***

(5)
A molecular structure, C29H36GeNPdS5SeSi at a distorted geometry, computed with ωB97M-V/def2-TZVPD.

```
75
Properties=species:S:1:pos:R:3
Pd -0.59998 0.74419 0.60392
C 4.53239 1.96523 0.59287
C 3.75197 0.65052 0.48106
C 4.51499 -0.34095 -0.41315
C 3.52066 0.04849 1.87929
C 2.41054 0.90975 -0.10536
N 1.36920 1.10689 -0.55758
H 5.55588 1.73072 0.88905
H 4.09116 2.61831 1.34331
H 4.56329 2.49646 -0.35978
H 5.53119 -0.44794 -0.02477
H 4.57267 0.01918 -1.44279
H 4.03855 -1.31876 -0.41721
H 4.49015 -0.15798 2.33884
H 2.96229 -0.88580 1.80959
H 2.96216 0.74157 2.50969
C -0.27863 5.70552 2.05829
Si 0.41740 4.30521 1.03890
C 2.23867 4.65394 0.79167
C -0.30202 4.32569 -0.68511
Se 0.10725 2.40935 2.30556
H -0.05269 6.66332 1.56850
H 0.18384 5.71162 3.05061
H -1.36231 5.63431 2.19256
H 2.36576 5.66409 0.37681
H 2.66881 3.94349 0.08218
H 2.79480 4.59758 1.73313
H -0.08184 5.30717 -1.12429
H -1.38227 4.17967 -0.73410
H 0.17281 3.55927 -1.30211
C -3.36754 3.08401 1.11440
S -2.92328 1.99057 -0.26040
C -3.92430 0.61126 0.15439
C -3.63750 -0.21490 1.17131
S -2.27026 -0.07649 2.24305
S -4.79780 -1.50158 1.40156
C -5.84682 -1.13543 0.07311
S -7.15364 -2.03911 -0.33016
S -5.34357 0.27089 -0.79031
H -2.80244 4.00606 0.98516
H -3.09235 2.60884 2.05317
H -4.43620 3.28506 1.06476
C 0.14353 -2.40333 2.74612
Ge 0.00344 -1.61057 0.97361
C 1.42942 -2.35387 -0.17394
C 2.15327 -3.46107 0.27126
C 3.01227 -4.13829 -0.58888
C 3.16219 -3.71413 -1.90394
C 2.45441 -2.60612 -2.35626
C 1.59884 -1.92896 -1.49583
C -1.48551 -2.50870 0.01675
C -1.95642 -3.70399 0.49108
C -2.91439 -4.45938 -0.23134
C -3.38851 -4.00882 -1.42647
C -2.93520 -2.77470 -1.95885
C -3.41750 -2.27491 -3.19754
C -2.98722 -1.07674 -3.69212
C -2.03721 -0.31353 -2.97109
C -1.56037 -0.78526 -1.78461
C -1.98517 -2.01717 -1.22870
H 0.23426 -3.48704 2.64351
H -0.75110 -2.16342 3.31600
H 1.01789 -2.02820 3.28402
H 2.05092 -3.80542 1.29628
H 3.56082 -5.00312 -0.23312
H 3.82395 -4.24990 -2.57482
H 2.57026 -2.26523 -3.37848
H 1.05645 -1.06995 -1.86713
H -1.59587 -4.09465 1.43815
H -3.26888 -5.39882 0.17754
H -4.13075 -4.57593 -1.97843
H -4.15028 -2.86309 -3.74290
H -3.37677 -0.69847 -4.62941
H -1.68694 0.63330 -3.36723
H -0.80484 -0.21984 -1.23284
```

The lowest unoccupied orbital energy (alpha / beta) comes out at -1.20 / -1.52 eV. The max |F| is 0.02104 hartree/bohr. The energy above the lowest of the compared OMol25 structures with the same formula, charge and spin is 29.8 kcal/mol. As for the total charge: 0. The total energy is -8068.1434 Eh. As for the expectation value of S²: 0.76. As for the spin multiplicity: 2.

***

(6)
2 unconnected molecules or ions with the total composition C9H12ClNO3Si at a distorted geometry, computed with ωB97M-V/def2-TZVPD.

```
27
Properties=species:S:1:pos:R:3
C 2.79074 -1.51011 -2.19302
C 1.45624 -1.86652 -2.15888
C 3.06357 -0.35125 -1.49374
C 0.48515 -1.22312 -1.38202
C 2.04916 0.40489 -0.91039
C 0.73457 -0.03167 -0.74240
C -2.98044 0.53272 -0.31036
C -1.75236 -0.04381 3.41462
C 2.42741 1.72403 -0.32543
N -1.25413 2.84319 0.86746
O -0.42671 3.41702 0.21440
O -2.17617 3.37482 1.48590
O -0.17793 0.79480 -0.24065
Si -1.43770 0.93367 0.66866
Cl 3.40318 1.41132 1.13903
H 3.64901 -2.02983 -2.72642
H 1.12419 -2.68851 -2.78830
H 4.05461 -0.05344 -1.33561
H -0.60784 -1.58871 -1.31732
H -3.17343 -0.53591 -0.23508
H -3.85019 1.23711 -0.28936
H -2.51131 0.68830 -1.27924
H -2.79274 -0.03172 3.60191
H -1.25105 -0.99580 3.53799
H -1.28930 0.53244 4.10719
H 1.66437 2.56808 0.04146
H 3.11811 2.23476 -1.06986
```

The lowest unoccupied orbital energy (alpha / beta) comes out at -0.73 / -0.74 eV. The max |F| is 0.09448 hartree/bohr. The energy above the lowest of the compared OMol25 structures with the same formula, charge and spin is 94.1 kcal/mol. As for the total charge: 0. The total energy is -1380.1284 Eh. As for the spin multiplicity: 1.